The following is a quantum chemistry calculation of one molecule with the formula C4H6F2O at a distorted geometry, from OMol25.

- SMILES = CO[C@@H]1[C@H](F)[C@@H]1F
- LUMO (eV) = 0.865
- energy above the lowest of the compared OMol25 structures with the same formula, charge and spin (eV) = 2.348
- electronic energy (eV) = -11725.3205

Geometry (Å):
1 C 1.85643 -0.07296 -0.50944
2 O 0.67186 -0.83629 -0.50478
3 C -0.20092 -0.45121 0.51836
4 C -1.66000 -0.49098 0.16131
5 F -2.00660 -0.83455 -1.13181
6 C -0.97314 0.84055 0.32083
7 F -0.73172 1.55743 -0.80685
8 H 2.38406 -0.22155 0.44504
9 H 1.66682 1.01105 -0.69175
10 H 2.34076 -0.43854 -1.43173
11 H 0.13591 -0.74521 1.52254
12 H -2.39645 -0.80267 0.90811
13 H -1.08700 1.48493 1.20017

Mulliken population analysis, charges in e, atoms 1 to 5:
1 C -0.65
2 O -0.33
3 C -0.16
4 C -0.14
5 F -0.27

=====

The following is a quantum chemistry calculation of a 2-piece molecular cluster, C4H6F3NS overall at a distorted geometry, from OMol25.

- LUMO (spin up / spin down) (eV) = -1.330 / -1.743
- energy above the lowest of the compared OMol25 structures with the same formula, charge and spin (eV) = 3.927
- electronic energy (eV) = -24719.1475

Geometry (Å):
1 C 0.73695 -0.23278 0.95677
2 C 1.05742 0.88727 -1.33375
3 C 0.61815 0.82039 0.05729
4 C -2.05003 -0.14058 0.07867
5 N 0.95020 -1.54480 0.68838
6 F -2.81326 1.00309 0.28151
7 F -2.48937 -0.64178 -1.09926
8 F -2.37676 -0.97953 1.02719
9 S 0.65609 0.16777 2.64983
10 H 1.51588 -0.06242 -1.71503
11 H 0.02364 1.23071 -1.87452
12 H 1.79919 1.76982 -1.60951
13 H 0.55699 1.83879 0.50823
14 H 0.77541 -2.04764 -0.08529
15 H 1.03952 -2.06831 1.46948

Mulliken population analysis, charges in e, atoms 1 to 5:
1 C 0.36
2 C -0.93
3 C -0.24
4 C 0.60
5 N -0.38

=====

The following is a quantum chemistry calculation of C4H6FHgO4 as an isolated structure at a distorted geometry, from OMol25.

- LUMO (eV) = -5.393
- energy above the lowest of the compared OMol25 structures with the same formula, charge and spin (eV) = 0.527
- total charge = +1
- electronic energy (eV) = -19316.6124

Geometry (Å):
1 O 0.45466 2.71445 0.36530
2 C 0.28524 2.28604 1.48050
3 C 0.12325 0.81777 1.78977
4 O 0.86464 -0.00968 0.90896
5 C 0.27831 -0.58884 -0.10215
6 O 0.59513 -1.83828 -0.16642
7 O -0.48753 -0.03798 -0.89323
8 C -0.01950 -2.64392 -1.18569
9 H -0.94778 0.56201 1.78737
10 F -0.24945 2.22846 -3.10176
11 H 0.16714 2.95236 2.35844
12 H 0.51196 0.61538 2.79524
13 H 0.34940 -3.65679 -1.01358
14 H -1.10915 -2.60227 -1.08362
15 H 0.28838 -2.28031 -2.17215
16 Hg -1.10470 1.48160 -1.76698

Mulliken population analysis, charges in e, atoms 1 to 5:
1 O -0.45
2 C 0.06
3 C -0.40
4 O -0.25
5 C 0.92

=====

The following is a quantum chemistry calculation of a 2-piece molecular cluster, C4H6FN overall at a distorted geometry, from OMol25.

- LUMO (spin up / spin down) (eV) = -2.149 / -2.148
- energy above the lowest of the compared OMol25 structures with the same formula, charge and spin (eV) = 4.101
- electronic energy (eV) = -8448.2331

Geometry (Å):
1 C 2.36718 -0.37359 0.36703
2 C -0.77083 0.04792 1.21951
3 C -0.49290 -0.20831 -1.31880
4 C -0.28305 0.58404 -0.08345
5 N 3.46030 -0.28227 -0.04345
6 F 0.10399 1.85157 -0.10500
7 H -0.07933 0.41576 1.88087
8 H -1.66624 0.40682 1.57885
9 H -0.65419 -1.07050 1.30440
10 H -0.12463 -1.26406 -1.38495
11 H -0.27280 0.37099 -2.23771
12 H -1.58751 -0.47837 -1.17732

Mulliken population analysis, charges in e, atoms 1 to 5:
1 C -0.20
2 C -1.12
3 C -0.97
4 C 0.76
5 N -0.50

=====

The following is a quantum chemistry calculation of a 2-piece molecular cluster, C4H6FNO overall at a distorted geometry, from OMol25.

- LUMO (spin up / spin down) (eV) = -0.681 / 0.212
- energy above the lowest of the compared OMol25 structures with the same formula, charge and spin (eV) = 6.572
- electronic energy (eV) = -10493.5813

Geometry (Å):
1 C 1.37800 3.11491 -0.71431
2 C -0.47825 -1.83364 -0.28272
3 C 1.14583 2.10536 0.12110
4 C -1.54705 -2.21276 0.72460
5 N 0.20261 -0.76764 -0.20185
6 O 1.14321 -0.18835 -0.84618
7 F 0.53238 2.00888 1.27373
8 H 1.27332 4.15255 -0.38918
9 H 2.12035 3.02839 -1.45418
10 H -0.37893 -2.48978 -1.06152
11 H -2.31592 -2.63274 0.07533
12 H -1.18005 -2.90666 1.43753
13 H -1.89549 -1.37852 1.31765

Mulliken population analysis, charges in e, atoms 1 to 5:
1 C -0.62
2 C -0.18
3 C 0.26
4 C -0.86
5 N 0.11

=====

The following is a quantum chemistry calculation of one molecule with the formula C4H6FNO2 at a distorted geometry, from OMol25.

- SMILES = C=CC[C@@H](F)[N+](=O)[O-]
- LUMO (eV) = -0.200
- energy above the lowest of the compared OMol25 structures with the same formula, charge and spin (eV) = 4.554
- electronic energy (eV) = -12543.5365

Geometry (Å):
1 C 2.21039 -0.05098 0.46188
2 C 1.30340 0.43955 -0.28454
3 C 0.07385 -0.22052 -0.70197
4 C -0.93092 0.24472 0.32149
5 F -1.02206 1.64122 0.33221
6 N -2.18442 -0.40252 0.08081
7 O -2.12891 -1.59561 0.24922
8 O -3.13407 0.22967 -0.37722
9 H 2.96539 0.65217 0.73751
10 H 2.37179 -1.11506 0.76695
11 H 1.35281 1.42790 -0.56475
12 H 0.04149 -1.21549 -0.59624
13 H -0.32063 0.10787 -1.67040
14 H -0.59812 -0.14292 1.24505

Mulliken population analysis, charges in e, atoms 1 to 5:
1 C -0.65
2 C -0.15
3 C -0.92
4 C 0.13
5 F -0.29

=====

The following is a quantum chemistry calculation of C4H6I2O as an isolated structure at a distorted geometry, from OMol25.

- LUMO (eV) = -0.080
- energy above the lowest of the compared OMol25 structures with the same formula, charge and spin (eV) = 0.960
- electronic energy (eV) = -22492.1633

Geometry (Å):
1 C -0.30844 -0.36611 -1.00802
2 C 0.44462 -0.53269 0.29142
3 C -1.41061 -0.08093 -0.07282
4 C 1.51212 0.60677 0.61855
5 O -0.70538 -0.25457 1.12596
6 I -3.02889 -1.55348 -0.10367
7 I -2.20558 1.89457 -0.09856
8 H 0.00301 0.44607 -1.66919
9 H -0.36566 -1.22069 -1.56408
10 H 0.97000 -1.40522 0.51087
11 H 0.78211 1.39839 0.46466
12 H 2.32329 0.48819 -0.12016
13 H 1.98941 0.57970 1.62505

Mulliken population analysis, charges in e, atoms 1 to 5:
1 C -0.78
2 C 0.22
3 C -0.15
4 C -0.97
5 O -0.32

=====

The following is a quantum chemistry calculation of one molecule with the formula C4H6IN3 at a distorted geometry, from OMol25.

- SMILES = C[C@@H](I)c1ncn[nH]1
- LUMO (eV) = -0.448
- energy above the lowest of the compared OMol25 structures with the same formula, charge and spin (eV) = 1.225
- electronic energy (eV) = -16813.5272

Geometry (Å):
1 C -1.04051 0.27310 -2.27879
2 C -1.49560 1.06796 -1.03876
3 I -2.91895 -0.09021 0.34473
4 C -0.40957 1.70058 -0.31885
5 N -0.08869 2.23327 0.73744
6 C 1.17690 2.55082 0.78636
7 N 1.87406 2.27659 -0.28267
8 N 1.20514 1.61753 -1.15675
9 H -1.83391 -0.33656 -2.73702
10 H -0.17866 -0.45116 -1.93035
11 H -0.69285 0.99337 -3.10406
12 H -2.21576 1.71760 -1.43195
13 H 1.55963 3.03908 1.61086
14 H 1.50054 1.41139 -2.06056

Mulliken population analysis, charges in e, atoms 1 to 5:
1 C -1.12
2 C -0.37
3 I 0.03
4 C 0.64
5 N -0.44

=====

The following is a quantum chemistry calculation of C4H6INO2 as an isolated structure at a distorted geometry, from OMol25.

- LUMO (eV) = 0.033
- energy above the lowest of the compared OMol25 structures with the same formula, charge and spin (eV) = 1.272
- electronic energy (eV) = -17929.3412

Geometry (Å):
1 C -0.96581 -0.21646 1.06293
2 C 0.74452 1.33475 1.34967
3 C 0.90045 0.35812 -0.28612
4 C -0.58813 -1.36307 -1.15104
5 N -0.18481 -0.51951 -0.01505
6 O -2.02216 -0.63729 1.32429
7 O -0.28385 0.69028 1.85541
8 I 0.50568 1.72488 -2.06237
9 H 1.74899 0.98338 1.59289
10 H 0.62327 2.39646 1.14321
11 H 1.76616 -0.23314 -0.42772
12 H -0.66287 -0.73003 -2.08993
13 H 0.08652 -2.15385 -1.47968
14 H -1.66795 -1.63450 -0.81649

Mulliken population analysis, charges in e, atoms 1 to 5:
1 C 0.66
2 C -0.27
3 C -0.88
4 C -0.75
5 N 0.05

=====

The following is a quantum chemistry calculation of C4H6LiNaO4 as an isolated structure at a distorted geometry, from OMol25.

- 2S+1 = 2
- LUMO (spin up / spin down) (eV) = -4.595 / -4.706
- energy above the lowest of the compared OMol25 structures with the same formula, charge and spin (eV) = 2.951
- total charge = +1
- electronic energy (eV) = -17048.2623

Geometry (Å):
1 O 0.05316 1.25425 -1.05049
2 C 0.47260 0.16354 -1.81173
3 H -0.33235 -0.09674 -2.51556
4 H 1.53818 0.30854 -2.05950
5 C 0.32466 0.85310 0.62416
6 O 1.47309 0.99121 1.07597
7 Li 2.76787 -0.35245 0.81015
8 O -0.65540 1.35009 1.36495
9 C -2.01807 0.96770 1.15406
10 H -2.16013 -0.08248 1.43496
11 H -2.60649 1.60501 1.81975
12 H -2.32168 1.14436 0.11508
13 O 1.62647 -1.62405 0.04343
14 C 0.49524 -1.07844 -0.33183
15 Na 1.78716 -3.75693 -0.36830
16 H -0.44431 -1.64671 -0.30510

Mulliken population analysis, charges in e, atoms 1 to 5:
1 O -0.43
2 C -0.25
3 H 0.31
4 H 0.25
5 C 0.84